Run w
The following is a DFT calculation (ωB97M-V/def2-TZVPD) of 2 unconnected molecules or ions with the total composition C6H10N3O.

Cartesian coordinates (Å):
C 1.81 -0.45 2.07
C 0.45 -0.64 0.45
C 1.06 -1.86 0.59
C -1.83 0.49 0.04
C -0.52 -0.09 -0.41
C -0.85 2.38 -1.24
N 1.06 0.33 1.33
N 0.96 -2.91 -0.20
N -0.76 1.35 -0.33
O 1.90 -1.71 1.63
H 2.50 -0.21 2.83
H -2.59 0.51 -0.70
H -2.23 0.57 1.11
H -0.15 -1.01 -2.09
H 0.18 2.63 -1.65
H -1.60 2.32 -2.02
H -1.28 3.37 -0.78
H 0.37 -2.89 -1.03
H 1.57 -3.63 0.00
H -0.05 1.44 0.42

Charge: +1
E_LUMO (spin up / spin down): -4.75 / -4.76 eV
Spin multiplicity: 1

Run x
The following is a DFT calculation (ωB97M-V/def2-TZVPD) of a gas-phase ion, C6H10N3O (charge +1).

Cartesian coordinates (Å):
C -0.53 -1.11 -1.00
C 0.87 -0.27 0.28
C -0.34 -2.43 -0.63
C -1.45 0.00 -0.83
C 0.70 1.13 -0.01
C 0.33 2.05 1.12
N 1.24 -1.36 0.88
N 0.71 -2.44 0.41
N -0.55 1.17 -1.00
O -0.70 -3.47 -1.08
H -2.33 0.03 -1.55
H -1.89 -0.01 0.15
H 1.47 1.66 -0.54
H -0.76 1.69 1.42
H 0.35 3.13 0.83
H 0.90 1.73 2.05
H 2.24 -1.42 1.34
H 1.09 -3.27 0.89
H -0.32 1.11 -1.94
H -1.01 2.09 -0.78

Charge: +1
E_LUMO (spin up / spin down): -4.02 / -4.02 eV
Spin multiplicity: 1

Energies in hartree, measured from the most stable structure: run w 0.0000; run x 0.0250.

Run w
The following is a DFT calculation (ωB97M-V/def2-TZVPD) of a single Br2FP molecule.

Cartesian coordinates (Å):
F -0.99 0.28 -0.33
P 0.43 0.18 0.57
Br 2.28 0.04 -0.94
Br 0.16 -1.87 1.20

Charge: 0
Structure (SMILES): FP(Br)Br
E_LUMO: -0.63 eV
Spin multiplicity: 1

Run x
The following is a DFT calculation (ωB97M-V/def2-TZVPD) of 2 unconnected molecules or ions with the total composition Br2FP.

Cartesian coordinates (Å):
F 1.15 -0.74 0.97
P 0.50 -0.19 -0.40
Br -3.49 -0.56 0.09
Br 1.84 1.49 -0.66

Charge: 0
E_LUMO (spin up / spin down): -1.49 / -3.69 eV
Spin multiplicity: 1

Energies in hartree, measured from the most stable structure: run w 0.0000; run x 0.0911.

Run w
The following is a DFT calculation (ωB97M-V/def2-TZVPD) of a single C3H3N3S2 molecule.

Cartesian coordinates (Å):
C -1.06 -0.20 0.03
C -0.39 0.99 0.00
C 1.64 -0.27 0.11
H -2.70 -1.65 -0.14
H -0.94 1.96 0.00
H 1.52 1.67 0.01
N 0.94 0.90 0.06
N 0.88 -1.43 0.11
N -0.39 -1.34 0.01
S -2.79 -0.28 -0.09
S 3.29 -0.36 -0.12

Charge: 0
Structure (SMILES): S=c1nnc(S)c[nH]1
E_LUMO: -1.09 eV
Spin multiplicity: 1

Run x
The following is a DFT calculation (ωB97M-V/def2-TZVPD) of a single C3H3N3S2 molecule.

Cartesian coordinates (Å):
C 0.99 -0.40 -0.83
C -1.16 1.27 1.11
C 1.34 -1.81 -1.03
H 2.78 0.17 -0.58
H -0.98 -0.98 -0.90
H -1.57 2.20 1.45
N 1.81 0.52 -0.59
N -0.37 -0.18 -1.00
N 1.66 -2.92 -1.18
S -1.05 1.31 -0.62
S -0.75 0.08 2.12

Charge: 0
Structure (SMILES): [H]/N=C(\C#N)NSC=S
E_LUMO: -0.51 eV
Spin multiplicity: 1

Energies in hartree, measured from the most stable structure: run w 0.0237; run x 0.0000.

Run w
The following is a DFT calculation (ωB97M-V/def2-TZVPD) of a gas-phase ion, C7H15N2 (charge +1).

Cartesian coordinates (Å):
C -0.31 -0.87 1.57
C -1.67 -0.23 -0.59
C -0.98 -1.29 0.28
C 0.48 0.59 -0.96
C 0.49 -1.09 0.34
C 1.62 1.51 -0.71
C -1.17 2.10 0.09
N -0.80 0.92 -0.68
N 1.45 -2.23 0.24
H -0.43 0.13 1.94
H -0.27 -1.61 2.36
H -1.82 -0.65 -1.59
H -2.64 0.06 -0.19
H -1.44 -2.27 0.22
H 0.57 -0.05 -1.83
H 1.50 2.41 -1.30
H 2.55 1.04 -1.01
H 1.70 1.79 0.34
H -0.30 2.70 0.33
H -1.85 2.70 -0.52
H -1.69 1.83 1.00
H 1.35 -2.86 1.05
H 2.41 -1.87 0.23
H 1.28 -2.76 -0.62

Charge: +1
E_LUMO: -3.33 eV
Spin multiplicity: 1

Run x
The following is a DFT calculation (ωB97M-V/def2-TZVPD) of a gas-phase ion, C7H15N2 (charge +1).

Cartesian coordinates (Å):
C 0.11 0.96 1.02
C 1.09 -0.18 0.97
C 0.53 -1.26 -0.10
C -0.24 1.66 2.31
C 1.66 -2.24 -0.44
C -0.75 -0.95 -2.07
C -1.60 2.08 -0.45
N 0.19 -0.44 -1.23
N -0.60 1.22 -0.04
H 2.09 0.14 0.56
H 1.20 -0.52 1.96
H -0.27 -1.75 0.42
H -0.72 2.56 2.00
H 0.44 1.91 3.07
H -0.91 0.99 2.66
H 2.57 -1.88 -0.99
H 1.40 -3.02 -1.10
H 2.05 -2.68 0.46
H -1.31 -0.15 -2.66
H -0.07 -1.60 -2.70
H -1.54 -1.67 -1.56
H -1.10 2.57 -1.34
H -2.02 2.77 0.34
H -2.22 1.47 -1.08

Charge: +1
E_LUMO (spin up / spin down): -5.58 / -5.60 eV
Spin multiplicity: 1

Energies in hartree, measured from the most stable structure: run w 0.0000; run x 0.0676.

Run w
The following is a DFT calculation (ωB97M-V/def2-TZVPD) of a single C2H3NO molecule.

Cartesian coordinates (Å):
C 0.23 0.16 0.62
C 1.10 -0.02 -0.39
N -0.20 -0.74 -0.60
O -0.25 0.49 1.92
H -0.58 -0.14 2.51
H 1.84 0.38 -1.02
H -0.96 -0.17 -1.12

Charge: 0
Structure (SMILES): OC1=CN1
E_LUMO: 0.59 eV
Spin multiplicity: 1

Run x
The following is a DFT calculation (ωB97M-V/def2-TZVPD) of a single C2H3NO molecule.

Cartesian coordinates (Å):
C 0.32 0.06 -0.30
C -0.37 -0.04 1.13
N -0.23 -0.41 -1.30
O 0.14 0.46 2.08
H 1.19 0.69 -0.38
H -1.33 -0.30 0.93
H 0.28 -0.46 -2.16

Charge: 0
Structure (SMILES): [H]/N=C/C=O
E_LUMO: 0.03 eV
Spin multiplicity: 1

Energies in hartree, measured from the most stable structure: run w 0.1133; run x 0.0000.

Run w
The following is a DFT calculation (ωB97M-V/def2-TZVPD) of 2 unconnected molecules or ions with the total composition C2H3IN2O.

Cartesian coordinates (Å):
C 1.40 1.37 -0.55
C 0.61 0.29 0.10
N 1.87 2.26 -1.03
N 1.36 -0.72 0.58
O -0.60 0.25 -0.07
I -3.65 -1.13 -0.50
H -4.33 -0.01 0.37
H 2.35 -0.69 0.36
H 0.99 -1.63 0.74

Charge: 0
Structure (SMILES): N#CC(N)=O.I
E_LUMO: 0.29 eV
Spin multiplicity: 1

Run x
The following is a DFT calculation (ωB97M-V/def2-TZVPD) of 2 unconnected molecules or ions with the total composition C2H3IN2O.

Cartesian coordinates (Å):
C 0.58 -0.35 -0.09
C -0.10 -0.17 1.94
N -0.35 0.53 -0.07
N -0.77 0.62 1.19
O 0.93 -0.83 1.15
I -0.62 0.33 -3.75
H -0.80 0.93 -2.36
H 1.02 -0.84 -1.00
H 0.11 -0.21 2.99

Charge: 0
Structure (SMILES): c1nnco1.I
E_LUMO: 0.72 eV
Spin multiplicity: 1

Energies in hartree, measured from the most stable structure: run w 0.0000; run x 0.0366.

Run w
The following is a DFT calculation (ωB97M-V/def2-TZVPD) of 2 unconnected molecules or ions with the total composition C4H7N2S.

Cartesian coordinates (Å):
C -2.23 -0.94 -0.39
C 1.59 -1.23 0.12
C -2.46 0.28 -0.01
C 0.10 0.75 0.15
N 0.81 -0.26 0.06
N 1.21 2.83 -0.42
S -1.28 1.56 0.35
H -3.15 -1.56 -0.44
H -1.20 -1.34 -0.34
H 2.32 -1.18 0.82
H 1.58 -1.93 -0.71
H -3.44 0.66 0.31
H 0.62 3.48 0.01
H 2.04 2.63 0.08

Charge: +1
E_LUMO: -6.95 eV
Spin multiplicity: 1

Run x
The following is a DFT calculation (ωB97M-V/def2-TZVPD) of a gas-phase ion, C4H7N2S (charge +1).

Cartesian coordinates (Å):
C 1.18 0.10 -0.78
C -1.67 -0.25 0.01
C -0.68 -1.29 0.27
C 0.15 1.46 0.67
N 0.77 -0.99 0.08
N 0.74 1.31 -0.48
S -3.16 0.15 -0.22
H 1.93 -0.05 -1.50
H -0.79 -1.77 1.29
H -1.05 -2.02 -0.47
H -0.08 2.41 0.95
H 0.23 0.61 1.34
H 1.37 -1.82 -0.28
H 1.07 2.16 -0.90

Charge: +1
E_LUMO (spin up / spin down): -4.63 / -5.33 eV
Spin multiplicity: 1

Energies in hartree, measured from the most stable structure: run w 0.0928; run x 0.0000.

Run w
The following is a DFT calculation (ωB97M-V/def2-TZVPD) of 3 unconnected molecules or ions with the total composition C12H15N3.

Cartesian coordinates (Å):
N -0.59 -2.52 1.80
C -0.66 -2.10 0.49
C -1.99 -1.74 0.30
C -2.69 -1.85 1.52
C -1.82 -2.31 2.49
H 0.24 -2.92 2.20
H 0.19 -2.25 -0.16
H -2.44 -1.33 -0.59
H -3.71 -1.57 1.70
H -1.89 -2.61 3.52
N -0.74 0.10 1.14
C 0.44 0.49 0.49
C 0.35 1.88 0.41
C -0.70 2.43 1.19
C -1.39 1.28 1.51
H -1.05 -0.86 1.19
H 1.10 -0.34 0.27
H 1.19 2.33 -0.09
H -0.86 3.49 1.36
H -2.33 1.21 2.04
N 2.09 1.39 -1.19
C 1.85 0.07 -1.49
C 1.74 -0.03 -2.80
C 1.85 1.16 -3.49
C 2.08 2.05 -2.45
H 2.42 1.78 -0.31
H 1.86 -0.72 -0.76
H 1.46 -0.94 -3.31
H 1.68 1.35 -4.53
H 2.30 3.10 -2.45

Charge: 0
Structure (SMILES): c1cc[nH]c1.c1cc[nH]c1.c1cc[nH]c1
E_LUMO: 0.64 eV
Spin multiplicity: 1

Run x
The following is a DFT calculation (ωB97M-V/def2-TZVPD) of a single C12H15N3 molecule.

Cartesian coordinates (Å):
C 0.49 -1.98 2.08
C 1.19 -2.20 0.73
C 1.62 -0.93 -0.03
C 0.15 1.14 0.54
C 0.75 1.51 1.74
C 0.34 2.75 2.33
C -1.20 3.08 0.62
C -0.84 1.90 0.03
C -0.05 0.23 -2.56
C -0.97 -0.30 -3.43
C -1.75 -1.21 -2.71
C -1.33 -1.15 -1.39
H -0.53 -1.50 1.87
H 0.19 -2.94 2.49
H 1.10 -1.40 2.75
H 2.12 -2.75 0.88
H 0.54 -2.79 0.09
H 1.98 -1.17 -1.07
H 2.33 -0.32 0.60
H 1.43 0.87 2.29
H 0.84 3.09 3.23
H -2.02 3.76 0.21
H -1.41 1.51 -0.80
H 0.72 0.98 -2.64
H -1.14 -0.04 -4.46
H -2.40 -1.94 -3.15
H -1.77 -1.45 -0.46
N 0.47 -0.02 -0.23
N -0.58 3.49 1.76
N -0.28 -0.23 -1.34

Charge: 0
Structure (SMILES): CCCN(c1ccncc1)n1cccc1
E_LUMO: 0.85 eV
Spin multiplicity: 1

Energies in hartree, measured from the most stable structure: run w 0.1739; run x 0.0000.

Run w
The following is a DFT calculation (ωB97M-V/def2-TZVPD) of a single C10H8N2 molecule.

Cartesian coordinates (Å):
C -3.29 -0.15 0.14
C -2.71 1.04 -0.08
C -1.30 1.10 -0.44
C -0.61 -0.04 -0.22
C -2.49 -1.29 0.18
C 0.88 -0.06 -0.24
C 1.55 1.10 0.04
C 2.97 1.05 0.32
C 2.94 -1.20 -0.20
C 1.57 -1.26 -0.26
H -4.38 -0.18 0.49
H -3.24 1.97 -0.23
H -0.71 2.04 -0.76
H -2.88 -2.33 0.46
H 0.96 1.98 0.37
H 3.62 1.79 0.77
H 3.54 -2.18 -0.08
H 1.07 -2.16 -0.38
N -1.18 -1.18 0.08
N 3.68 -0.05 0.04

Charge: 0
Structure (SMILES): c1ccc(-c2ccncc2)nc1
E_LUMO: 0.35 eV
Spin multiplicity: 1

Run x
The following is a DFT calculation (ωB97M-V/def2-TZVPD) of a single C10H8N2 molecule.

Cartesian coordinates (Å):
C 3.36 0.44 -0.19
C 2.96 -0.79 -0.14
C 1.59 -1.11 -0.05
C 0.73 0.00 -0.03
C 2.39 1.44 0.02
C -0.72 -0.17 -0.15
C -1.52 0.98 0.07
C -2.80 0.82 0.29
C -3.39 -0.38 0.24
C -2.56 -1.51 -0.08
H 4.38 0.87 -0.32
H 3.60 -1.59 -0.16
H 1.01 -2.10 0.20
H 2.81 2.44 0.20
H -0.82 2.00 -0.19
H -3.56 1.57 0.60
H -4.39 -0.42 0.10
H -2.95 -2.46 -0.15
N 1.06 1.37 -0.02
N -1.20 -1.39 -0.26

Charge: 0
Structure (SMILES): c1ccc(-c2ccccn2)nc1
E_LUMO: 0.30 eV
Spin multiplicity: 1

Energies in hartree, measured from the most stable structure: run w 0.0000; run x 0.0458.

Run w
The following is a DFT calculation (ωB97M-V/def2-TZVPD) of 5 unconnected molecules or ions with the total composition C3H16O5.

Cartesian coordinates (Å):
C -0.64 1.70 1.35
O -0.43 2.17 0.01
C 0.24 0.47 1.54
C -0.21 -0.25 2.85
H -0.45 2.45 2.11
H -1.72 1.44 1.32
H -1.21 2.57 -0.34
H 0.04 -0.34 0.83
H 1.25 0.83 1.70
H -0.82 -1.13 2.62
H 0.64 -0.63 3.40
H -0.78 0.41 3.49
H -3.18 -0.99 -0.75
H -1.97 -1.95 -1.14
O -2.77 -1.84 -0.60
H 0.36 -3.11 -1.71
H -0.06 -1.74 -2.10
O -0.44 -2.61 -1.85
H 2.47 -0.98 -2.15
H 1.29 0.00 -1.84
O 1.56 -0.75 -2.37
H 1.74 2.21 -0.14
H 2.77 1.66 0.69
O 2.46 1.58 -0.22

Charge: 0
Structure (SMILES): CCCO.O.O.O.O
E_LUMO: 0.41 eV
Spin multiplicity: 1

Run x
The following is a DFT calculation (ωB97M-V/def2-TZVPD) of 5 unconnected molecules or ions with the total composition C3H16O5.

Cartesian coordinates (Å):
C -0.21 -0.11 0.77
O 0.47 -0.15 1.99
C 0.65 0.94 -0.10
C 1.77 1.63 0.66
H -0.02 -1.07 0.27
H -1.20 -0.15 1.00
H 0.32 0.70 2.44
H 1.10 0.49 -0.92
H 0.04 1.68 -0.73
H 2.15 1.21 1.70
H 2.77 1.74 0.14
H 1.31 2.61 0.83
H 2.79 -0.99 0.04
H 4.10 -0.44 -0.03
O 3.77 -1.29 -0.05
H -0.90 -3.51 0.80
H -1.87 -2.48 1.01
O -1.78 -3.23 0.51
H 0.01 1.73 -2.71
H -1.35 1.72 -3.03
O -0.85 1.17 -2.54
H -2.93 1.57 -0.57
H -3.50 0.10 -0.65
O -3.61 1.04 -0.86

Charge: 0
Structure (SMILES): CCCO.O.O.O.O
E_LUMO: 0.26 eV
Spin multiplicity: 1

Energies in hartree, measured from the most stable structure: run w 0.0000; run x 0.0947.

Run w
The following is a DFT calculation (ωB97M-V/def2-TZVPD) of 8 unconnected molecules or ions with the total composition C6H28NO8.

Cartesian coordinates (Å):
O -1.61 1.35 -0.59
C -0.97 2.38 -0.94
C 0.54 2.55 -0.65
C 1.18 1.21 -0.30
C 2.10 1.14 0.97
C 1.52 1.32 2.44
C 0.79 0.17 3.07
N -0.22 -0.28 1.97
H -1.58 3.19 -1.28
H 0.61 3.24 0.26
H 0.91 3.13 -1.48
H 0.40 0.42 -0.46
H 1.92 0.73 -1.02
H 2.66 2.02 0.80
H 2.75 0.21 0.92
H 0.70 2.11 2.30
H 2.25 1.67 3.20
H 1.46 -0.73 3.29
H 0.14 0.32 3.98
H -0.55 0.44 1.44
H -0.01 -1.22 1.39
H -1.11 -0.53 2.37
H -1.97 -3.74 -1.85
H -1.70 -2.14 -2.25
O -1.78 -2.85 -1.52
H -2.32 -1.79 0.32
H -2.58 -0.32 0.47
O -2.21 -1.10 0.93
H -2.23 0.09 4.35
H -3.11 -0.53 3.19
O -2.52 0.11 3.43
H -0.33 -0.70 -2.79
H -1.06 -0.17 -1.66
O -1.18 -0.57 -2.57
H 0.11 -3.71 0.66
H -0.62 -2.69 -0.33
O 0.10 -2.78 0.37
H 1.83 -1.04 -3.42
H 1.19 -2.32 -3.16
O 1.37 -1.52 -2.80
H 3.76 2.00 -2.72
H 4.09 0.57 -2.54
O 3.44 1.21 -2.91

Charge: +1
E_LUMO: -2.43 eV
Spin multiplicity: 1

Run x
The following is a DFT calculation (ωB97M-V/def2-TZVPD) of 8 unconnected molecules or ions with the total composition C6H28NO8.

Cartesian coordinates (Å):
C -0.67 3.58 0.82
O -0.32 3.36 2.18
C -0.11 2.43 -0.08
C -1.03 2.29 -1.27
C -0.31 1.69 -2.48
C -0.10 0.41 -2.73
C 0.42 -0.07 -4.08
N -0.09 1.18 0.76
H -0.41 4.60 0.56
H -1.75 3.53 0.82
H 0.62 3.32 2.34
H 0.94 2.59 -0.29
H -1.99 1.81 -1.06
H -1.40 3.26 -1.54
H 0.18 2.52 -2.97
H -0.54 -0.39 -2.15
H 1.44 0.28 -4.23
H 0.25 -1.13 -4.18
H -0.16 0.38 -4.88
H 0.81 1.07 1.22
H -0.37 0.37 0.23
H -0.82 1.21 1.46
H -4.58 -0.17 0.63
H -4.44 -0.61 2.13
O -4.12 0.00 1.46
H 0.52 -2.15 0.45
H -0.80 -1.84 1.19
O -0.11 -1.43 0.67
H 2.17 -3.00 -0.52
H 2.82 -2.37 0.70
O 2.11 -2.98 0.45
H -1.66 -3.94 -0.98
H -2.92 -3.68 -0.29
O -2.01 -3.94 -0.08
H 0.00 -0.41 3.64
H -1.10 0.38 4.22
O -0.61 0.30 3.39
H 4.28 -1.48 2.14
H 4.79 -0.23 1.31
O 4.03 -0.65 1.73
H 1.90 -3.62 -2.98
H 2.86 -2.33 -2.95
O 2.28 -2.91 -2.46

Charge: +1
E_LUMO: -2.42 eV
Spin multiplicity: 1

Energies in hartree, measured from the most stable structure: run w 0.0323; run x 0.0000.

Run w
The following is a DFT calculation (ωB97M-V/def2-TZVPD) of a single C2H5N5 molecule.

Cartesian coordinates (Å):
C -1.50 0.08 -2.01
C 0.07 -0.10 -0.19
H -2.21 -0.78 -1.91
H -1.42 0.15 -3.10
H -1.80 1.08 -1.50
H 0.39 -0.89 -2.15
H 2.32 -0.44 0.06
N -0.12 -0.23 -1.58
N -0.77 0.31 0.74
N 0.01 0.38 1.87
N 1.21 0.00 1.69
N 1.29 -0.32 0.39

Charge: 0
Structure (SMILES): CNc1nnn[nH]1
E_LUMO: 0.62 eV
Spin multiplicity: 1

Run x
The following is a DFT calculation (ωB97M-V/def2-TZVPD) of a single C2H5N5 molecule.

Cartesian coordinates (Å):
C 0.32 -1.16 -0.03
C 0.06 1.14 -0.02
H 1.78 -2.38 -0.18
H -1.63 -1.37 -0.54
H -1.77 0.88 0.80
H -0.47 2.93 0.03
H 1.94 0.22 -0.14
N 0.76 -2.33 -0.08
N -1.06 -0.87 0.15
N -1.24 0.54 0.00
N 0.35 2.36 0.07
N 0.97 0.06 -0.07

Charge: 0
Structure (SMILES): [H]/N=c1\[nH][nH]/c(=N/[H])[nH]1
E_LUMO: 0.80 eV
Spin multiplicity: 1

Energies in hartree, measured from the most stable structure: run w 0.0504; run x 0.0000.